[1]
C5H9N3 | the ωB97M-V functional and the def2-TZVPD basis

Geometry (Å):
C1 -2.9376 -0.1597 0.5284
N1 -2.0819 0.2355 -0.4488
N2 -0.7437 -0.0349 0.2031
C2 0.1520 -0.5843 -0.8404
C3 1.4239 -1.1116 -0.1294
N3 1.7424 -0.0803 0.8472
C4 1.4395 1.1539 0.1278
C5 0.0988 0.8802 -0.5841
H1 -2.5867 -0.4642 1.5519
H2 -4.0541 -0.1237 0.3821
H3 -0.1848 -1.0304 -1.7812
H4 2.1977 -1.3953 -0.9967
H5 1.4389 -2.1534 0.4612
H6 0.8409 -0.1905 1.5374
H7 1.2870 1.9684 0.8773
H8 2.2441 1.4120 -0.5740
H9 -0.2763 1.6782 -1.1619

For the LUMO energy, the calculation gives 0.944 eV. As for the energy above the lowest of the compared OMol25 structures with the same formula, charge and spin: 4.443 eV. The calculation puts the energy at -9797.02375 eV. The calculation puts the HOMO energy at -9.286 eV. The total charge is 0. Its SMILES is C=NN1[C@@H]2CNC[C@@H]21.

These are the Mulliken partial charges, in e, on atoms 1 to 2:
1 C -0.26
2 N -0.56



[2]
C2H2BrClN2S | the ωB97M-V functional and the def2-TZVPD basis

Geometry (Å):
C1 -0.4989 -0.4810 -0.1267
C2 1.0117 -0.4280 -0.2420
N1 -1.2563 -1.3691 -0.4967
N2 -1.2006 -2.5924 -0.7889
S1 1.7576 -1.4216 -1.4376
Cl1 1.5428 -0.8675 1.5075
Br1 -2.1687 -3.4127 -2.1686
H1 -0.9756 0.3674 0.2713
H2 1.3713 0.5220 -0.3606

For the LUMO energy (alpha / beta), the calculation gives -2.677 / -1.306 eV. As for the energy above the lowest of the compared OMol25 structures with the same formula, charge and spin: 2.113 eV. The calculation puts the energy at -98481.81058 eV. The calculation puts the HOMO energy (alpha / beta) at -8.609 / -9.713 eV. The total charge is 0.

These are the Mulliken partial charges, in e, on atoms 1 to 2:
1 C -0.16
2 C -0.12



[3]
C3H4BaLiO4 | the ωB97M-V functional and the def2-TZVPD basis

Geometry (Å):
O1 -1.6369 1.9641 -0.4263
C1 -0.5480 1.3327 -0.4071
O2 0.5397 1.9465 -0.5450
Ba1 -0.7105 4.4658 -1.0932
O3 -0.5933 0.0295 -0.1129
C2 0.6053 -0.5943 1.0102
C3 0.5358 -1.4883 -0.1932
H1 0.9838 -0.8200 2.0114
H2 1.3834 0.1636 0.8651
H3 1.4520 -1.4356 -0.8130
H4 0.4855 -2.0745 1.0905
Li1 -2.1132 -1.1879 -0.6888
O4 -0.3837 -2.3015 -0.6976

For the LUMO energy (alpha / beta), the calculation gives -7.857 / -7.785 eV. As for the energy above the lowest of the compared OMol25 structures with the same formula, charge and spin: 6.150 eV. The calculation puts the energy at -12243.77651 eV. The calculation puts the HOMO energy (alpha / beta) at -14.784 / -16.613 eV. The total charge is +2. The multiplicity is 2.

These are the Mulliken partial charges, in e, on atoms 1 to 2:
1 O -0.86
2 C 0.97



[4]
C4H13N2 | the ωB97M-V functional and the def2-TZVPD basis

Geometry (Å):
C1 -1.8167 0.9841 -1.0038
C2 -0.4308 1.5784 -0.8260
N1 0.5398 0.5419 -0.3728
C3 0.5520 0.1534 1.0489
C4 1.0667 -1.2650 1.2192
N2 0.6352 -2.0550 0.1015
H1 -1.8090 -0.1061 -0.8809
H2 -2.5794 1.4148 -0.3817
H3 -2.1715 1.0213 -2.0363
H4 -0.0200 1.9032 -1.7792
H5 -0.4705 2.4538 -0.1854
H6 1.4983 0.8018 -0.6220
H7 0.4262 -0.3660 -0.8681
H8 -0.4654 0.2260 1.4167
H9 1.0147 0.9156 1.6704
H10 0.8438 -1.6565 2.2146
H11 2.1497 -1.3125 1.2286
H12 -0.2697 -2.4843 0.2429
H13 1.3066 -2.7489 -0.1866

For the LUMO energy, the calculation gives -2.929 eV. As for the energy above the lowest of the compared OMol25 structures with the same formula, charge and spin: 0.869 eV. The calculation puts the energy at -7332.61858 eV. The calculation puts the HOMO energy at -14.403 eV. The total charge is +1. Its SMILES is CC[NH2+]CCN.

These are the Mulliken partial charges, in e, on atoms 1 to 2:
1 C -1.00
2 C -0.43